Entry from OMol25: C42H62N4O2PtSe as an isolated structure at a distorted geometry (wB97M-V/def2-TZVPD).

Summary:
Gap between HOMO and LUMO = 6.693 eV
2S+1 = 1
HOMO = -6.775 eV
Max |F| = 0.0304 hartree/bohr
Calculated total energy = -123210.2073 eV
Net charge = 0

```
112
Properties=species:S:1:pos:R:3:forces:R:3:lowdin_charge:R:1
Pt 0.7542 0.8804 -0.0049 0.236 0.062 0.035 0.95
C 2.7262 2.0784 -2.5641 -0.062 -0.093 0.097 -0.10
N 3.1084 1.9034 -1.1724 0.357 0.216 -0.273 -0.30
C 3.6448 3.1352 -0.6183 -0.068 -0.083 0.022 -0.10
C 4.0251 0.7905 -1.0121 -0.192 -0.041 0.288 -0.19
C 3.3198 -0.5569 -0.8456 0.056 0.157 -0.348 -0.14
N 2.2945 -0.6123 0.2072 -1.352 0.749 0.223 -0.24
C 1.5137 -1.8716 0.1405 0.029 -0.225 -0.019 -0.13
C 0.8501 -2.1920 -1.1831 0.130 -0.151 0.115 -0.14
C 0.8241 -3.5354 -1.5309 -0.001 -0.007 0.065 0.00
C 0.1418 -4.0084 -2.6421 -0.088 0.008 -0.016 -0.18
C -0.5029 -3.0535 -3.4167 -0.014 0.041 0.006 0.01
C -0.4916 -1.6867 -3.1398 -0.148 0.000 -0.111 -0.08
C 0.1990 -1.2344 -1.9923 0.104 0.028 -0.022 -0.29
O 0.2563 0.0594 -1.7487 -0.010 0.323 -0.273 -0.31
C -1.3214 -0.7850 -4.0854 -0.005 -0.063 0.035 -0.52
C -1.2312 0.7300 -3.8443 0.012 -0.006 -0.011 -0.07
C -2.8023 -1.1773 -3.9308 0.030 0.022 -0.046 -0.05
C -0.8824 -1.0275 -5.5401 -0.022 0.013 0.028 -0.05
C 0.0872 -5.5080 -2.9339 0.083 -0.003 0.031 -0.56
C -0.7278 -5.8269 -4.1870 -0.004 0.025 0.013 -0.07
C 1.5117 -6.0450 -3.1385 -0.021 0.008 -0.013 -0.05
C -0.5633 -6.2347 -1.7472 -0.015 -0.035 -0.038 -0.05
C 2.8875 -0.4214 1.5569 0.354 0.009 0.092 -0.12
C 1.9266 -0.3473 2.6997 0.090 -0.367 0.018 -0.16
C 1.9858 -1.2872 3.7168 0.017 -0.106 -0.079 0.00
C 1.1865 -1.1875 4.8455 0.011 0.054 0.046 -0.17
C 0.3026 -0.1129 4.8908 0.057 0.098 -0.055 0.03
C 0.1997 0.8520 3.8874 -0.076 0.058 0.123 -0.08
C 1.0607 0.7481 2.7721 -0.100 0.261 0.045 -0.31
O 1.1157 1.6741 1.8078 -0.026 -0.072 0.202 -0.36
C -0.8497 1.9675 3.9858 -0.024 0.045 -0.016 -0.53
C -1.6215 1.9312 5.3085 0.038 -0.031 -0.007 -0.08
C -1.8747 1.7652 2.8577 -0.010 -0.042 -0.007 -0.06
C -0.2058 3.3573 3.8716 0.045 -0.009 -0.026 -0.04
C 1.3411 -2.1944 5.9844 0.015 -0.020 0.032 -0.56
C 1.0847 -3.6171 5.4694 -0.037 -0.003 -0.001 -0.05
C 0.3711 -1.9219 7.1357 -0.009 0.014 -0.057 -0.07
C 2.7704 -2.1074 6.5420 -0.008 0.000 0.017 -0.05
H 3.5940 2.3275 -3.1973 -0.001 0.018 -0.017 0.09
H 1.9938 2.8840 -2.6331 -0.016 -0.036 -0.014 0.06
H 2.2568 1.1671 -2.9394 -0.017 0.048 0.018 0.07
H 4.5962 3.4305 -1.0921 -0.020 0.038 0.008 0.09
H 3.8031 3.0176 0.4555 0.005 0.008 -0.029 0.09
H 2.9173 3.9353 -0.7618 0.022 0.001 0.009 0.07
H 4.6617 0.9830 -0.1481 0.018 0.019 0.017 0.11
H 4.6911 0.7017 -1.8836 0.101 -0.068 0.031 0.13
H 4.0829 -1.3161 -0.6357 -0.055 -0.090 0.003 0.14
H 2.8316 -0.8217 -1.7822 -0.051 -0.077 0.022 0.12
H 0.7663 -1.8019 0.9319 0.012 0.002 0.059 0.13
H 2.1690 -2.7167 0.3904 0.104 0.069 0.028 0.13
H 1.3435 -4.2374 -0.8839 -0.010 0.026 -0.015 0.11
H -1.0622 -3.3865 -4.2813 0.028 0.025 0.018 0.09
H -1.5838 1.0070 -2.8526 0.042 0.014 0.008 0.07
H -1.8606 1.2299 -4.5894 0.013 -0.047 -0.023 0.08
H -0.2095 1.0960 -3.9543 -0.035 0.009 0.043 0.08
H -3.1273 -1.0194 -2.8997 -0.012 -0.003 -0.034 0.09
H -2.9686 -2.2268 -4.1816 -0.005 0.032 0.021 0.08
H -3.4273 -0.5667 -4.5907 0.021 -0.027 0.034 0.08
H 0.1836 -0.8168 -5.6549 -0.031 -0.009 -0.019 0.09
H -1.4379 -0.3670 -6.2123 0.012 -0.021 0.020 0.08
H -1.0648 -2.0535 -5.8621 0.041 0.023 -0.002 0.07
H -0.2987 -5.3541 -5.0737 -0.051 -0.003 0.012 0.09
H -1.7659 -5.5027 -4.0784 0.035 0.011 -0.048 0.09
H -0.7342 -6.9064 -4.3525 0.011 0.014 -0.001 0.08
H 1.9937 -5.5314 -3.9741 0.003 -0.032 0.031 0.09
H 1.4905 -7.1170 -3.3570 0.006 0.041 0.024 0.08
H 2.1252 -5.8923 -2.2479 -0.010 -0.010 -0.045 0.07
H -1.5656 -5.8408 -1.5635 0.030 -0.016 0.015 0.09
H 0.0219 -6.1142 -0.8335 -0.033 0.004 -0.022 0.08
H -0.6484 -7.3054 -1.9580 0.023 0.040 0.031 0.08
H 3.4434 0.5167 1.5305 0.003 -0.010 -0.137 0.12
H 3.5950 -1.2376 1.7429 0.051 -0.037 -0.096 0.13
H 2.6960 -2.1054 3.6239 -0.025 0.043 -0.015 0.11
H -0.3269 -0.0055 5.7608 -0.017 -0.038 -0.036 0.08
H -2.1614 0.9902 5.4376 0.004 0.034 0.030 0.08
H -2.3584 2.7380 5.3096 0.024 -0.007 0.006 0.08
H -0.9607 2.0796 6.1667 -0.041 -0.014 -0.017 0.09
H -2.4020 0.8167 2.9942 -0.008 0.047 -0.007 0.09
H -1.3903 1.7543 1.8849 0.027 0.003 -0.023 0.01
H -2.6144 2.5770 2.8725 0.022 -0.034 0.044 0.08
H 0.5022 3.5165 4.6906 -0.044 -0.001 -0.030 0.09
H -0.9800 4.1300 3.9332 0.039 -0.037 0.028 0.08
H 0.3227 3.4692 2.9287 0.002 0.001 0.009 0.05
H 0.0716 -3.7005 5.0675 0.050 -0.014 0.001 0.09
H 1.1918 -4.3401 6.2835 0.008 0.018 -0.039 0.08
H 1.7876 -3.8922 4.6802 -0.039 0.010 0.022 0.07
H -0.6682 -1.9730 6.8009 0.032 0.023 0.042 0.09
H 0.5502 -0.9402 7.5811 -0.049 -0.035 -0.005 0.09
H 0.5107 -2.6744 7.9151 -0.004 0.020 -0.014 0.08
H 3.5129 -2.3672 5.7845 -0.028 0.012 0.027 0.08
H 2.8906 -2.7929 7.3864 0.016 0.019 -0.043 0.08
H 2.9819 -1.0925 6.8877 0.008 -0.046 -0.003 0.09
C -0.9531 4.8116 -3.1188 -0.037 0.042 0.034 -0.01
N -1.9814 4.6330 -2.1072 0.144 0.163 -0.136 -0.06
C -1.8224 3.9660 -0.9464 -0.385 -0.308 -0.340 -0.67
Se -0.2539 3.3344 -0.2168 0.774 -0.492 0.159 0.80
N -3.0147 3.9826 -0.3225 -0.268 0.065 0.213 0.14
C -3.9395 4.7305 -1.0376 0.064 -0.072 0.032 -0.17
C -5.2498 5.1005 -0.7830 -0.044 -0.033 0.071 0.00
C -5.8707 5.9008 -1.7275 -0.007 0.003 0.008 -0.08
C -5.1970 6.3343 -2.8739 0.040 -0.026 -0.015 -0.08
C -3.8809 5.9747 -3.1167 0.002 0.021 -0.078 0.00
C -3.2728 5.1527 -2.1819 0.157 -0.034 -0.011 -0.15
H -0.1275 4.1472 -2.8817 -0.015 -0.034 0.021 0.04
H -0.5936 5.8404 -3.1235 -0.031 0.021 0.017 0.10
H -1.3600 4.5596 -4.0963 -0.035 -0.019 -0.001 0.10
H -3.1507 3.5561 0.5799 0.085 -0.016 0.036 0.15
H -5.7561 4.7937 0.1232 -0.020 -0.026 -0.061 0.12
H -6.8969 6.2058 -1.5689 0.039 0.006 -0.001 0.11
H -5.7104 6.9706 -3.5823 0.003 -0.005 0.019 0.11
H -3.3448 6.3339 -3.9857 -0.052 -0.045 -0.006 0.11
```
Positions in Å, forces in eV/Å.

Entry from OMol25: C42H64AsClO6PRuS2Se as an isolated structure (wB97M-V/def2-TZVPD).

Summary:
Gap between HOMO and LUMO (spin up / spin down) = 6.762 / 6.785 eV
2S+1 = 6
HOMO (spin up / spin down) = -6.538 / -7.142 eV
Max |F| = 0.0098 hartree/bohr
Calculated total energy = -229123.5530 eV
Net charge = 0

```
119
Properties=species:S:1:pos:R:3:forces:R:3:lowdin_charge:R:1
Ru 1.2642 0.5667 0.1568 -0.286 -0.079 0.044 0.93
O 0.7790 1.1112 2.9208 0.069 -0.082 0.156 -0.12
H 1.0969 0.2593 3.2426 0.056 -0.039 -0.027 0.01
H 1.5867 1.6322 2.7986 0.033 0.016 -0.073 0.00
O 1.6320 -2.6083 -0.3153 -0.028 0.079 0.017 -0.34
Se 4.0099 -0.2732 -0.3973 -0.235 0.381 0.237 0.92
O 5.2661 0.7315 -0.5902 -0.141 0.002 -0.004 -0.62
O 3.2094 0.1638 1.0856 0.356 -0.227 0.053 -0.78
O 2.6633 0.3878 -1.3334 0.124 -0.276 -0.147 -0.76
O -1.1782 0.7886 0.5335 -0.093 0.271 -0.081 -0.63
S -2.0363 1.3049 1.6607 0.266 -0.363 0.124 0.97
C -3.6503 1.6477 0.9110 -0.095 0.006 -0.052 -0.26
C -3.6322 2.5800 -0.2625 -0.012 -0.045 0.029 -0.28
C -3.0287 2.2063 -1.4615 -0.029 0.019 -0.018 -0.03
C -3.0202 3.0748 -2.5422 0.028 -0.001 0.013 -0.07
C -3.6210 4.3217 -2.4406 0.022 0.022 -0.030 -0.09
C -4.2278 4.7000 -1.2519 0.005 0.008 0.010 -0.08
C -4.2288 3.8338 -0.1676 0.003 0.017 -0.015 -0.06
C -1.4924 2.9793 2.0084 0.133 0.161 -0.054 -0.31
C -2.1642 3.5371 3.2281 0.033 0.030 -0.069 -0.27
C -2.0284 2.9050 4.4612 0.007 -0.006 0.041 -0.04
C -2.6419 3.4331 5.5858 -0.008 0.015 0.003 -0.07
C -3.3898 4.5993 5.4928 0.005 -0.005 0.030 -0.09
C -3.5200 5.2393 4.2702 0.002 -0.008 -0.012 -0.08
C -2.9118 4.7068 3.1421 -0.044 -0.026 0.017 -0.06
H -4.2826 2.0152 1.7211 -0.012 0.027 0.018 0.10
H -4.0022 0.6517 0.6346 -0.015 0.006 -0.014 0.10
H -2.5637 1.2355 -1.5476 0.041 -0.062 -0.002 0.09
H -2.5374 2.7725 -3.4624 0.006 -0.001 -0.030 0.11
H -3.6181 4.9954 -3.2873 -0.003 0.007 -0.013 0.11
H -4.7084 5.6659 -1.1687 -0.005 0.017 -0.003 0.10
H -4.7129 4.1253 0.7566 -0.013 0.004 0.023 0.11
H -1.6967 3.5738 1.1199 0.031 0.073 -0.038 0.07
H -0.4088 2.8763 2.1244 -0.186 0.014 -0.010 0.03
H -1.4265 2.0079 4.5378 0.020 -0.014 -0.023 0.11
H -2.5286 2.9367 6.5399 -0.002 -0.005 0.027 0.11
H -3.8630 5.0109 6.3741 -0.011 0.007 0.010 0.10
H -4.0947 6.1523 4.1924 -0.013 0.023 0.002 0.10
H -3.0145 5.2032 2.1842 0.007 0.017 -0.012 0.10
C 2.6152 5.8250 -1.0836 0.039 0.041 0.009 -0.25
As 1.2514 4.9606 -0.0420 0.101 -0.127 -0.034 0.69
C -0.3004 5.0134 -1.1740 -0.063 0.006 0.006 -0.24
C 0.8425 6.1704 1.3996 0.020 0.036 0.065 -0.25
S 1.9638 3.1060 0.6381 -0.061 0.038 0.037 0.22
H 2.3373 6.8573 -1.2941 0.017 -0.002 -0.018 0.04
H 2.7401 5.2664 -2.0100 -0.007 -0.015 0.013 0.03
H 3.5450 5.7826 -0.5192 -0.013 0.021 -0.020 0.04
H -0.4568 6.0490 -1.4762 -0.033 0.000 -0.040 0.05
H -1.1809 4.6505 -0.6519 -0.042 -0.028 0.039 0.01
H -0.1278 4.3952 -2.0497 0.035 -0.032 -0.075 -0.01
H 0.6300 7.1668 1.0138 -0.007 0.005 -0.009 0.04
H 1.7038 6.2012 2.0649 -0.033 0.010 0.001 0.04
H -0.0200 5.7925 1.9475 0.005 -0.017 0.012 0.02
Cl 1.0749 3.6789 -4.5149 -0.071 -0.017 0.101 0.69
C 1.1333 2.0193 -5.0498 -0.002 0.109 -0.033 -0.59
C 1.5495 1.7859 -6.3428 0.022 -0.013 0.003 -0.12
C 1.6284 0.4844 -6.8212 -0.019 0.007 -0.027 -0.08
C 1.2926 -0.5795 -5.9857 0.007 0.004 0.060 -0.08
C 0.8761 -0.3378 -4.6978 0.036 -0.027 -0.057 -0.03
C 0.7619 0.9760 -4.1728 -0.024 -0.133 0.158 -0.31
C 0.3109 1.1451 -2.8571 -0.065 0.239 -0.326 0.05
H 1.8190 2.6239 -6.9703 0.004 0.001 -0.009 0.10
H 1.9553 0.3055 -7.8359 0.017 -0.002 -0.013 0.10
H 1.3715 -1.5972 -6.3440 -0.002 -0.012 -0.012 0.10
H 0.6431 -1.1617 -4.0353 -0.019 -0.018 0.012 0.10
H 0.0561 0.2603 -2.2956 0.047 0.029 0.118 0.02
H 0.2243 2.1151 -2.3901 0.043 -0.037 -0.004 0.03
C 3.7154 -6.1046 -1.4114 0.022 -0.006 -0.011 -0.19
C 2.7686 -5.4693 -2.4493 -0.003 0.008 -0.022 -0.17
C 2.3205 -4.0618 -2.0453 -0.053 0.006 0.005 -0.15
C 1.9969 -3.9753 -0.5638 -0.087 0.009 0.045 -0.34
C 3.2103 -4.3559 0.3030 0.016 -0.005 -0.006 -0.13
C 4.3170 -5.0385 -0.5025 -0.001 0.006 0.003 -0.19
P 0.4977 -1.8697 0.5691 0.184 0.025 -0.183 0.98
C -1.1511 -2.4518 -0.0220 -0.070 -0.115 0.026 -0.39
C -1.4937 -3.9667 -0.0669 0.054 -0.057 0.062 -0.18
C -1.5631 -4.5040 -1.4929 -0.012 -0.052 0.011 -0.20
C -2.6655 -3.8131 -2.2981 0.001 -0.013 -0.028 -0.19
C -2.7349 -2.3083 -1.9830 -0.017 0.033 -0.018 -0.18
C -1.4275 -1.8044 -1.3849 0.032 0.034 -0.039 -0.24
C 0.5979 -2.4571 2.3087 -0.055 -0.085 0.110 -0.40
C 1.9449 -2.1127 2.9606 0.037 -0.027 -0.068 -0.22
C 1.7874 -2.0698 4.4867 0.023 0.034 0.002 -0.18
C 0.7916 -3.1292 4.9870 -0.003 -0.009 0.018 -0.20
C 0.7791 -4.3236 4.0417 -0.002 -0.022 -0.004 -0.19
C 0.2563 -3.9219 2.6505 -0.025 -0.010 0.015 -0.19
H 4.4974 -6.6747 -1.9152 0.003 0.002 0.013 0.10
H 3.1663 -6.8185 -0.7898 -0.014 -0.006 0.009 0.11
H 1.8925 -6.1064 -2.5942 -0.008 -0.007 0.012 0.10
H 3.2639 -5.4084 -3.4198 0.000 0.003 -0.003 0.11
H 1.4443 -3.7608 -2.6237 -0.003 0.021 -0.008 0.10
H 3.0947 -3.3203 -2.2555 0.025 -0.014 0.014 0.13
H 1.1417 -4.6201 -0.3384 0.040 -0.030 -0.028 0.13
H 2.8924 -5.0245 1.1090 -0.006 0.023 0.032 0.11
H 3.5870 -3.4413 0.7631 0.019 -0.001 -0.030 0.10
H 5.0507 -5.4728 0.1784 -0.008 -0.016 0.004 0.11
H 4.8525 -4.2969 -1.1004 0.007 -0.001 -0.003 0.12
H -1.8235 -1.9708 0.7013 0.011 0.031 0.010 0.11
H -2.4673 -4.1218 0.4092 -0.024 0.008 -0.008 0.12
H -0.7900 -4.5593 0.5118 -0.068 0.035 -0.077 0.07
H -1.7376 -5.5818 -1.4722 0.013 -0.010 0.002 0.11
H -0.5956 -4.3634 -1.9797 0.027 0.024 -0.026 0.09
H -3.6257 -4.2830 -2.0735 -0.014 0.002 -0.002 0.11
H -2.4912 -3.9672 -3.3652 0.017 -0.001 0.004 0.11
H -3.5422 -2.1087 -1.2708 -0.001 -0.006 0.026 0.11
H -2.9766 -1.7417 -2.8845 -0.013 0.003 0.004 0.11
H -1.4523 -0.7257 -1.2529 -0.019 0.057 0.010 0.05
H -0.6004 -2.0214 -2.0701 0.022 -0.001 -0.020 0.10
H -0.1699 -1.8136 2.7706 0.005 0.021 0.000 0.11
H 2.3947 -1.2025 2.5552 -0.041 0.038 0.002 0.06
H 2.6537 -2.8995 2.6920 -0.002 -0.018 0.020 0.10
H 1.4533 -1.0787 4.8116 -0.001 0.014 0.022 0.10
H 2.7635 -2.2224 4.9510 0.016 -0.003 -0.003 0.11
H -0.2167 -2.7076 5.0414 -0.015 0.007 -0.018 0.11
H 1.0449 -3.4414 6.0013 0.000 0.008 0.007 0.11
H 0.1673 -5.1341 4.4420 -0.001 0.000 0.004 0.11
H 1.7946 -4.7197 3.9568 0.021 0.005 0.002 0.11
H -0.8253 -4.0682 2.6132 0.009 0.013 0.003 0.11
H 0.6932 -4.5916 1.9062 0.012 -0.004 0.025 0.09
```
Positions in Å, forces in eV/Å.